(1)
9
Properties=species:S:1:pos:R:3:forces:R:3 method="wB97M-V/def2-TZVPD" e_tot_ha=-229.3059 orbital_gap_ev=11.570 smiles=O.O.O homo_energy_ev=-10.9
H 0.577000 -1.004889 -0.089111 -0.1 -0.1 1.4
O 0.514000 -0.769889 0.873889 -0.7 1.0 -2.0
O -0.938000 -1.167889 -1.597111 0.8 -2.2 -1.1
H -0.093000 2.663111 0.861889 0.9 -1.5 0.1
H 0.878000 -1.462889 1.383889 0.6 -1.1 0.6
H -0.489000 -0.669889 -2.270111 0.0 0.6 -0.3
O 0.612000 1.962111 0.857889 -0.7 1.3 -0.2
H -1.308000 -0.614889 -0.955111 -0.8 1.6 1.2
H 0.247000 1.065111 0.933889 -0.1 0.4 0.2

(2)
17
Properties=species:S:1:pos:R:3:forces:R:3 method="wB97M-V/def2-TZVPD" e_tot_ha=-1377.3368 orbital_gap_ev="5.772 / 5.771" charge=-1 homo_energy_ev="-3.7 / -3.7"
C 1.331783 -0.903447 -2.100880 -2.0 -1.4 -1.4
F -1.407671 -2.404794 -1.711864 0.4 -0.2 0.7
H 0.938041 1.358430 -0.309018 -1.2 -0.9 -1.0
F 1.107422 -1.935118 -2.998172 -0.3 -0.2 0.4
F -1.539133 -0.569127 -2.692788 0.4 0.7 -0.7
F 1.517413 0.131778 -3.014954 0.4 0.4 1.0
O -0.597316 -4.467617 0.976071 0.0 0.1 -0.5
C 0.308893 -0.804337 -1.070962 -1.9 0.7 0.1
F 2.468307 -1.195048 -1.533104 2.6 0.5 0.3
C -1.085475 -1.091328 -1.505899 -0.6 0.4 0.0
C 0.499519 0.329813 -0.059658 4.8 -0.2 -0.5
O 1.844682 -4.070805 0.787489 0.1 -0.3 -0.7
S 0.548660 -3.648049 1.187808 0.2 0.9 1.4
H -0.305589 0.492223 0.566110 -1.5 0.0 1.4
H 1.461811 0.033570 0.520292 -1.8 0.1 0.0
O 0.503433 -2.645740 2.214685 -0.4 -0.1 -0.5
F -2.037852 -0.603653 -0.622444 0.7 -0.5 0.1

(3)
60
Properties=species:S:1:pos:R:3:forces:R:3 method="wB97M-V/def2-TZVPD" e_tot_ha=-8200.7057 orbital_gap_ev="7.320 / 7.229" multiplicity=2 homo_energy_ev="-8.2 / -8.2"
C -2.061219 2.342003 0.794430 0.2 0.6 -1.0
C 1.720041 -0.499277 -3.233994 0.0 -0.2 0.5
C 1.012958 0.456857 2.430547 0.0 0.0 0.1
O -3.159931 -0.905824 1.611158 0.1 0.0 0.0
C 0.766185 0.229416 -2.534665 -0.2 0.9 -1.7
H 3.316257 -5.388115 1.785594 0.0 0.0 0.0
N 1.136816 0.686122 1.119098 0.9 -0.1 0.7
N 1.219479 -2.766421 -0.663713 -0.1 0.1 -0.1
C 0.036335 1.259159 -3.169110 0.4 -0.6 0.2
H 4.258639 0.252784 3.364585 0.0 0.0 0.0
C 2.113028 0.313267 3.257415 0.1 0.1 0.1
H 2.607033 -0.862180 -5.142675 0.0 0.0 0.0
O -0.798273 -1.204429 1.102279 0.3 -0.5 0.4
H 2.270530 -1.267924 -2.708829 0.0 -0.1 0.0
O -2.211983 -0.435807 -0.568001 -0.5 -0.2 -0.1
H -5.477541 5.356498 1.657274 0.0 0.0 -0.1
C 3.510525 0.666674 1.379574 0.1 0.0 0.1
H -1.448907 2.838350 -2.871381 0.0 0.0 0.0
Br -0.897077 -2.611590 -2.450454 0.2 -0.5 -0.3
H 4.490946 -4.781739 0.621842 0.0 0.0 0.0
H -0.348325 2.222696 -5.048103 0.0 0.1 0.0
C 0.233687 1.467343 -4.535000 -0.1 0.1 0.1
H -5.169629 5.136536 4.094913 0.0 0.0 0.0
C -4.706695 4.713723 2.059452 -0.1 0.0 0.0
H 1.810400 -6.544903 -1.024114 0.0 0.0 0.0
O -4.077630 4.224936 -0.143199 -0.2 0.0 -0.1
C -3.543612 3.741601 3.930543 0.0 0.0 0.1
O -2.433405 -2.765022 0.205549 0.1 0.1 0.0
C 0.640967 -4.860665 -1.633702 -0.1 0.0 0.0
C -2.757852 3.019783 3.060139 0.0 0.0 0.0
H -3.400606 3.651672 4.998382 0.0 0.0 0.0
C 1.143531 0.702715 -5.238161 0.1 0.0 -0.1
H -1.992481 2.353456 3.434240 0.0 -0.1 0.0
C 1.895507 -0.268893 -4.585866 -0.1 0.2 0.0
N -1.069506 1.869698 -1.113710 0.0 0.3 -1.1
S -2.249690 -1.413046 0.631648 -2.4 -2.1 1.0
C -0.886256 2.046952 -2.382283 -0.3 0.2 0.4
N -1.943856 2.689691 -0.479144 -0.7 0.6 0.5
O 0.428741 -0.025858 -1.283246 3.4 -1.6 -3.3
C 3.392457 0.392641 2.733613 -0.2 0.0 -0.1
Br 1.851882 0.038425 5.104383 0.0 0.0 -0.1
V -0.573236 0.219444 -0.042674 -0.8 2.0 2.8
C 0.458612 -3.497278 -1.448585 0.2 -0.1 -0.2
C 2.455940 -4.734648 -0.063590 0.0 0.0 -0.1
H 2.810319 -2.723801 0.623879 0.0 0.0 0.1
C 2.193370 -3.373108 0.007358 0.0 -0.1 0.0
C -2.913597 3.139952 1.675759 -0.1 -0.1 0.1
C 2.369207 0.814883 0.615355 0.0 0.1 -0.1
C -4.533169 4.578903 3.420800 0.1 0.0 -0.1
H 0.006141 0.376780 2.814476 0.0 0.0 0.0
H -3.417356 3.694439 -0.640047 0.1 0.1 0.0
C 3.571356 -5.357935 0.725159 -0.1 0.1 0.1
H 3.758880 -6.377138 0.393212 0.0 0.0 0.0
C 1.646127 -5.480373 -0.913333 0.0 0.1 0.0
H 1.273834 0.862241 -6.299415 0.0 0.0 0.0
H 2.437364 1.053821 -0.437337 0.0 -0.1 0.0
H 0.023171 -5.406295 -2.330759 -0.1 0.0 0.1
C -3.888458 4.019524 1.167118 0.1 -0.1 0.1
H 4.484257 0.767848 0.922431 0.0 0.0 0.0
O -1.384236 1.351457 1.242885 -0.4 0.6 1.0

(4)
25
Properties=species:S:1:pos:R:3:forces:R:3 method="wB97M-V/def2-TZVPD" e_tot_ha=-497.1520 orbital_gap_ev=11.296 charge=+1 smiles="CC[N+](C)(C)[C@@H](C)[N+](=O)[O-]" homo_energy_ev=-15.2
H 0.672640 -0.785516 -1.537230 -0.3 0.0 0.9
O 0.925176 1.512615 -2.564109 -1.6 -1.0 3.9
H -1.648882 1.294455 0.743080 0.9 0.8 -0.4
H 2.549339 -0.842180 0.527518 0.3 1.1 0.1
N -0.126238 -0.282209 0.547797 -1.6 0.9 -2.6
O 0.089525 2.138353 -0.612573 0.0 1.9 0.4
H -2.322916 -0.263521 0.547619 2.0 0.5 1.5
H 0.828784 -2.092854 0.906024 -0.7 0.1 0.0
C 0.971682 0.369019 1.302281 0.3 -1.7 2.2
C -1.544487 0.059464 -1.967137 0.4 -2.0 4.8
C -1.414490 0.296558 1.040835 -3.0 -1.0 -1.7
H -1.446356 0.298483 2.104117 0.1 -0.6 0.8
C 0.002859 -0.105964 -0.985200 -2.3 2.4 -3.5
C -0.202372 -1.728417 0.715702 0.6 -2.8 -0.5
H -1.399443 -0.312380 -2.939815 0.4 -0.3 -1.0
H -0.872811 -2.027320 1.550076 0.5 0.4 -0.6
H 1.014402 -0.202255 2.314565 -0.7 1.6 -1.4
H 0.721394 1.396525 1.253218 -0.4 0.9 1.1
N 0.413045 1.320371 -1.409885 1.8 -1.1 -2.9
H -0.519575 -2.246534 -0.257115 0.1 0.9 1.5
H -2.026263 1.016742 -1.863990 0.8 0.8 -0.3
H 2.321856 0.823155 -0.210063 0.7 -0.3 0.1
H -2.262891 -0.547019 -1.348165 0.7 -0.1 -1.2
H 2.967361 0.673002 1.427666 0.9 0.2 0.3
C 2.308661 0.237426 0.714785 0.1 -1.3 -1.7